[1]
85
Properties=species:S:1:pos:R:3:forces:R:3 method="wB97M-V/def2-TZVPD" max_force_ha_per_bohr=0.0215 gap_ev="7.6 / 6.3" multiplicity=5 e_homo_ha="-0.2660 / -0.3141" relative_energy_kcal_mol=0.0 total_energy_ev=-144213.0591
Pt 0.61370 1.29275 0.21636 0.9 0.0 0.7
C 1.40065 -1.88071 5.74822 0.0 0.0 -0.1
C 1.17113 -0.47419 5.28568 -0.1 0.1 0.1
C 0.54971 0.46910 6.10010 0.0 0.0 0.0
C 0.35353 1.72616 5.56050 0.1 0.0 0.0
N 0.76380 2.05197 4.34069 0.0 0.1 -0.1
C 1.37902 1.09483 3.63987 -0.3 0.1 0.5
S 2.09294 1.57854 2.10985 -0.3 -0.2 -0.9
N 1.57672 -0.15557 4.05780 0.1 -0.1 -0.2
H 1.42804 -1.93617 6.83527 0.0 0.0 0.0
H 2.33479 -2.25992 5.33833 0.0 0.0 0.0
H 0.59034 -2.52139 5.39289 0.0 0.0 0.0
H 0.24025 0.23199 7.10821 0.0 0.0 0.0
H -0.14912 2.51202 6.11595 0.0 0.0 0.1
Br -0.24481 5.86710 -2.21534 0.1 -0.1 0.0
C 1.47222 5.08119 -2.49407 -0.1 0.1 0.0
C 2.33675 5.65669 -3.40596 0.0 0.1 0.0
C 3.57266 5.05976 -3.61369 0.0 -0.1 0.0
C 3.91288 3.89899 -2.93755 0.0 0.0 -0.1
C 3.02837 3.32037 -2.03330 -0.1 -0.1 0.1
C 1.80489 3.93454 -1.79608 0.1 0.0 0.0
C 3.45135 2.00679 -1.37844 0.4 0.0 -0.2
O 4.61749 1.66748 -1.51328 -0.2 0.1 0.1
O 2.57435 1.26096 -0.79007 -0.7 0.0 0.2
H 2.05386 6.55399 -3.93906 0.0 0.0 0.0
H 4.26935 5.50670 -4.31105 0.0 0.0 0.0
H 4.86377 3.41135 -3.10159 0.0 0.0 0.0
H 1.12690 3.52379 -1.06593 -0.1 0.0 0.0
Cl -4.73111 -0.40444 3.78697 0.0 -0.1 0.0
C -3.63209 0.49105 2.79485 0.1 0.1 -0.1
C -3.68779 0.36261 1.41213 -0.1 -0.1 0.1
C -2.81091 1.07749 0.62415 0.1 0.1 0.0
C -1.86440 1.95483 1.19200 -0.2 -0.2 0.1
C -0.97743 2.75148 0.36302 0.1 0.0 -0.2
C -1.83949 2.06472 2.59588 0.1 0.0 -0.1
C -2.70565 1.34102 3.38757 0.0 0.0 0.0
H -4.42425 -0.29183 0.96464 0.0 0.0 0.0
H -2.85243 0.97125 -0.45462 0.0 0.0 0.0
H -0.58669 3.64817 0.83477 0.1 0.0 0.0
H -1.34212 2.92795 -0.64708 0.1 0.0 0.0
H -1.11717 2.72524 3.05664 0.0 0.0 0.0
H -2.67530 1.43924 4.46453 0.0 0.0 0.0
C -2.40755 -1.88783 -5.00497 0.0 0.0 0.1
C -1.60547 -0.89385 -4.20548 -0.1 0.0 0.0
C -1.32605 0.37459 -4.72130 0.1 0.0 0.2
C -0.55398 1.29254 -4.00399 -0.1 0.1 -0.1
C -0.24333 2.65412 -4.56454 0.0 -0.1 0.0
C -0.09116 0.93196 -2.75996 0.0 -0.1 0.2
C -0.39227 -0.32892 -2.16387 0.0 0.1 -0.3
C -1.14444 -1.24160 -2.95273 -0.1 -0.1 -0.1
N 0.05626 -0.54496 -0.91285 0.1 0.5 0.3
C 0.02518 -1.83988 -0.24147 -0.1 -0.5 0.0
C 0.76592 -2.90290 -1.08361 0.0 0.0 0.0
C 0.72255 -4.25670 -0.37207 0.0 -0.1 0.0
C -0.73341 -4.66842 -0.13073 0.0 0.1 0.0
C -1.42019 -3.63807 0.77148 0.0 0.0 0.0
C -0.67539 -3.52502 2.10286 0.0 0.0 0.0
C 0.76575 -3.09367 1.82626 0.0 -0.1 0.0
C 1.45743 -4.14877 0.96284 0.0 0.0 0.0
C 0.75900 -1.74406 1.10609 0.0 0.0 -0.1
C -1.42624 -2.27648 0.07280 0.0 0.1 0.0
H -2.76523 -1.44653 -5.93329 0.0 0.0 0.0
H -3.26810 -2.23655 -4.43276 0.0 0.0 0.0
H -1.79978 -2.75977 -5.25152 0.0 0.0 0.0
H -1.69882 0.64374 -5.70266 0.0 0.0 0.0
H -0.38529 2.67984 -5.64414 0.0 0.0 0.0
H 0.78250 2.94587 -4.33811 0.0 0.0 0.0
H -0.90553 3.39976 -4.11880 0.0 0.0 0.0
H 0.57829 1.59434 -2.22485 0.0 0.0 -0.1
H -1.39011 -2.22545 -2.58405 0.0 0.1 0.0
H 1.80109 -2.57067 -1.20364 0.0 0.0 0.0
H 0.33472 -2.99015 -2.08098 0.1 0.0 0.1
H 1.21309 -5.00125 -1.00514 0.0 0.0 0.0
H -0.76944 -5.65796 0.33293 0.0 0.0 0.0
H -1.26380 -4.73255 -1.08695 0.0 -0.1 0.0
H -2.45470 -3.94398 0.95334 0.0 0.0 0.0
H -0.69391 -4.48556 2.62699 0.0 0.0 0.0
H -1.17299 -2.78802 2.74273 0.0 0.0 0.0
H 1.30974 -2.97342 2.76183 0.0 0.0 0.1
H 1.45252 -5.11573 1.47475 0.0 0.0 0.0
H 2.50117 -3.86947 0.79430 0.0 0.0 0.0
H 1.78489 -1.40559 0.94013 0.0 0.1 0.0
H 0.24568 -1.01233 1.73739 0.1 0.1 0.0
H -1.87648 -1.51867 0.72066 0.0 0.0 0.0
H -2.03084 -2.32985 -0.83269 0.0 0.0 0.1

=====

[2]
6
Properties=species:S:1:pos:R:3:forces:R:3 method="wB97M-V/def2-TZVPD" max_force_ha_per_bohr=0.0634 gap_ev=9.8 multiplicity=1 e_homo_ha=-0.3822 relative_energy_kcal_mol=85.6 total_energy_ev=-29184.5764
C -0.82505 0.16198 0.09354 1.0 -0.9 -0.4
C -0.31769 1.38736 -0.19863 -1.1 -1.0 1.1
C 0.25031 -0.12079 -1.29982 -0.3 -0.7 -1.8
C 0.78607 -0.00115 -0.12850 0.6 0.0 3.2
Cl -2.01936 -1.09434 0.54225 1.6 2.2 -0.5
Cl 2.12572 -0.33306 0.99115 -1.8 0.5 -1.6

=====

Please write out number 2 again, unchanged.
6
Properties=species:S:1:pos:R:3:forces:R:3 method="wB97M-V/def2-TZVPD" max_force_ha_per_bohr=0.0634 gap_ev=9.8 multiplicity=1 e_homo_ha=-0.3822 relative_energy_kcal_mol=85.6 total_energy_ev=-29184.5764
C -0.82505 0.16198 0.09354 1.0 -0.9 -0.4
C -0.31769 1.38736 -0.19863 -1.1 -1.0 1.1
C 0.25031 -0.12079 -1.29982 -0.3 -0.7 -1.8
C 0.78607 -0.00115 -0.12850 0.6 0.0 3.2
Cl -2.01936 -1.09434 0.54225 1.6 2.2 -0.5
Cl 2.12572 -0.33306 0.99115 -1.8 0.5 -1.6